(1)
Density functional theory data (wB97M-V/def2-TZVPD) for a structure of composition C62H47AuFNO4P2S.

```
119
Properties=species:S:1:pos:R:3:mulliken_charge:R:1
Au -0.8544 -0.0464 -0.5267 1.11
S 1.8444 -0.6443 1.5144 0.92
P -0.2706 1.6268 1.1020 2.19
P 0.3549 -2.2759 -0.5716 0.25
F -0.6448 -4.3790 -5.8460 -0.37
O -1.5144 -1.1432 -2.2297 0.02
O -2.3633 1.2338 -0.9553 -0.16
O -3.9276 2.2921 -2.0625 -0.70
O 0.5516 -0.0993 2.1240 -0.53
N -3.8718 0.0262 -5.3659 0.11
C 3.2196 -4.3788 3.5706 0.63
C -2.7289 0.9457 2.2010 -0.15
C 2.2925 -2.0620 2.3835 0.25
C 1.2309 -2.1635 -2.1742 0.76
C -2.2996 -2.9870 -6.7638 -0.71
C -0.7750 2.9939 0.0228 0.30
C -3.0382 0.4309 -3.1568 -0.51
C -3.2096 -3.5263 0.8528 -0.82
C 4.9254 2.4581 2.6443 0.26
C 1.9458 -3.2364 -2.7136 -0.03
C 3.0650 0.5407 1.9268 -0.31
C -4.2592 0.0072 -7.7939 -1.04
C 1.3838 -3.4586 0.4399 0.59
C 2.0987 -3.2566 1.6577 -1.15
C 3.6773 -5.7764 3.9176 -0.79
C 1.9557 -0.8093 -4.0514 -0.93
C -1.4701 1.5024 2.4408 0.79
C -3.1372 1.3781 -2.0132 0.06
C -1.3981 -2.5860 -4.5627 0.69
C 3.2681 -6.6485 2.6972 -0.81
C 2.5631 -5.6925 1.7654 -0.13
C -1.4077 5.0676 -1.7025 -0.63
C -1.9280 3.7412 0.2336 0.35
C 2.6191 -4.3921 2.2947 1.00
C 1.2764 -4.7610 -0.0118 -0.06
C -2.2374 -0.7073 -3.1979 -0.02
C 4.6290 4.8360 3.0410 -0.87
C -4.0282 -1.4963 -7.8099 -1.13
C 1.2859 2.4097 1.7251 -0.19
C 2.6173 -3.1078 -3.9216 -0.87
C -6.2108 -0.0539 -6.1506 -1.28
C 1.8844 -5.8795 0.5974 -1.67
C -4.8092 0.4561 -6.4508 -0.35
C 5.3425 1.1681 2.4904 -1.31
C -3.0804 -1.1137 -5.4944 0.08
C -1.4468 -3.3135 -5.7101 -0.65
C 1.2761 -0.9404 -2.8539 -0.11
C 5.6864 3.6995 3.0510 -0.73
C 4.3785 0.2039 2.1364 -0.15
C 2.5891 1.8745 1.9892 -2.36
C 0.0570 3.2789 -1.0643 -0.52
C -3.1194 -1.8889 -6.6750 0.59
C -2.2333 4.7852 -0.6260 -0.85
C -2.0332 -2.8312 0.6034 -0.77
C -3.8250 0.7371 -4.2520 -0.15
C 1.0984 3.7651 1.9573 0.15
C 2.6181 -1.9005 -4.5985 -0.68
C 3.3493 4.1637 2.6090 0.09
C -1.2342 -3.1728 -0.4885 1.95
C -2.7962 -4.9079 -1.0676 -1.28
C -3.3279 1.3275 4.4978 -0.75
C 3.5757 2.7903 2.3962 1.65
C 2.8098 -2.0365 3.6614 -0.02
C -3.5905 -4.5672 0.0191 -0.82
C -0.2598 4.3137 -1.9262 -0.95
C -2.2402 -1.4731 -4.4309 -0.22
C -3.6534 0.8624 3.2305 -0.95
C 2.0939 4.6509 2.4152 -1.31
C -2.0761 1.8748 4.7371 -0.79
C 3.2748 -3.2082 4.2844 -1.37
C -1.1429 1.9581 3.7150 -1.02
C -1.6231 -4.2149 -1.3237 0.09
H -4.6319 0.4408 3.0402 0.51
H 1.9963 -4.1862 -2.2078 0.47
H 0.7893 -0.0634 -2.4487 0.08
H -3.3131 0.5213 -7.9801 0.38
H 3.6806 -3.1649 5.2873 0.47
H -3.0882 -5.7198 -1.7214 0.49
H 0.6513 -4.9698 -0.8672 0.48
H 2.8757 -1.0881 4.1826 0.69
H -4.8080 1.5446 -6.4204 0.50
H -2.2990 -3.6014 -7.6560 0.56
H -3.5889 -1.8062 -8.7570 0.51
H -3.8218 -3.2527 1.7025 0.51
H 6.3694 0.8709 2.6603 0.48
H 4.1404 -7.0800 2.2051 0.30
H 3.1493 -1.8017 -5.5363 0.45
H 4.7545 -5.7936 4.0847 0.35
H 3.2121 -6.1217 4.8414 0.33
H -3.1308 5.3668 -0.4635 0.47
H -6.8967 0.2755 -6.9314 0.40
H 4.5107 5.2887 4.0258 0.30
H 2.6241 -7.4809 2.9798 0.34
H -3.0052 0.6080 1.2102 0.48
H -1.8212 2.2371 5.7244 0.46
H -0.1636 2.3704 3.9156 0.37
H -2.5832 3.5117 1.0635 0.40
H 4.8973 5.6418 2.3577 0.31
H -6.5689 0.3402 -5.1987 0.40
H 6.1357 3.5734 4.0362 0.32
H 1.8476 5.6927 2.5774 0.51
H -1.0370 -4.4846 -2.1936 0.49
H -4.9787 -2.0273 -7.7181 0.35
H -0.7070 -2.8370 -3.7749 0.71
H 6.5049 3.8954 2.3584 0.34
H 0.3873 4.5423 -2.7634 0.48
H -1.6578 5.8790 -2.3741 0.44
H 0.9641 2.7012 -1.2214 0.45
H 3.1504 -3.9595 -4.3243 0.47
H -4.0515 1.2632 5.3001 0.42
H 0.1220 4.1919 1.7835 0.66
H 4.6793 -0.8332 2.0436 0.70
H -4.4501 1.6201 -4.1999 0.68
H -1.7353 -2.0354 1.2824 0.33
H 1.9775 0.1493 -4.5526 0.52
H 1.7612 -6.8590 0.1530 0.52
H -4.5043 -5.1131 0.2137 0.44
H -4.9537 0.3043 -8.5785 0.42
H -6.2407 -1.1431 -6.0982 0.35
```

Summary:
net charge: +2
total energy: -4062.5558 Ha
highest occupied orbital energy: -12.470 eV

=====

(2)
Density functional theory data (wB97M-V/def2-TZVPD) for the molecule C6H6O at a distorted geometry.

```
13
Properties=species:S:1:pos:R:3:mulliken_charge:R:1
O -1.9361 1.0917 0.2054 -0.52
C 1.1720 -2.5361 -0.4996 0.27
C 1.6125 2.0088 -0.1470 -0.33
C -1.3670 -0.1890 0.3117 -0.48
C 0.0913 -0.1104 -0.1373 0.58
C 0.7312 -1.4224 -0.3353 -0.75
C 0.9231 1.0245 0.0931 -0.68
H -1.8787 -0.8225 -0.4230 0.32
H -1.5201 1.6452 0.8793 0.33
H 2.2340 2.6757 0.3972 0.30
H 1.5671 -3.5144 -0.7078 0.43
H -0.1106 0.7848 -0.9380 0.23
H -1.5187 -0.6361 1.3013 0.32
```

Summary:
net charge: 0
total energy: -307.2387 Ha
relative energy (zero: lowest compared OMol25 entry of this formula, charge and spin): 141.01 kcal per mole
highest occupied orbital energy: -8.997 eV

=====

| no. | lowest unoccupied orbital energy (eV) | orbital gap (eV) |
| --- | --- | --- |
| 1 | -6.49 | 5.98 |
| 2 | 0.65 | 9.65 |